[1]
Density functional theory data (ωB97M-V/def2-TZVPD) for a structure of composition C28H54Cl24O4Pt at a distorted geometry.

As for the total energy: -341888.1202 eV. The calculation puts the gap between HOMO and LUMO (alpha / beta) at 9.6 / 8.3 eV. Its spin multiplicity is 3. For the largest force on an atom, the calculation gives 2.8 eV/Å.

CARTESIAN COORDINATES (ANGSTROEM)
Pt: -2.098 -0.545 -0.871
Cl: 3.849 -3.165 1.817
Cl: 4.559 0.015 -1.250
Cl: 0.201 -1.165 3.021
Cl: 4.442 -1.668 4.968
Cl: -2.286 2.962 -2.810
Cl: -3.837 2.067 -5.820
Cl: -3.079 1.701 6.509
Cl: -2.340 -5.379 -4.155
Cl: 6.516 6.143 -0.077
Cl: -6.479 0.922 1.274
Cl: 1.518 -0.913 -3.165
Cl: -1.189 -2.896 -6.485
Cl: 7.149 1.852 -2.169
Cl: -4.513 -5.486 -0.354
Cl: 1.306 1.409 -5.663
Cl: 2.607 -4.044 -2.211
Cl: -0.337 3.748 2.731
Cl: -3.613 -4.221 2.920
Cl: 0.302 0.560 7.003
Cl: -3.126 4.932 1.256
Cl: 0.071 -4.288 2.180
Cl: 3.297 2.276 3.446
Cl: 4.081 3.793 -0.472
Cl: -3.445 -0.523 2.417
O: -0.103 -0.981 -0.327
O: -3.614 -1.914 -1.149
O: -0.797 1.078 -0.265
O: -3.274 -0.727 -2.902
C: 3.995 -3.513 0.120
C: -0.283 -3.660 -5.150
C: 1.525 0.538 0.157
C: -5.010 -2.418 -3.145
C: -3.957 -1.636 -2.334
C: -4.585 0.629 3.140
C: 6.691 4.407 -0.122
C: -1.234 -3.884 -4.015
C: -1.789 3.998 0.430
C: 4.380 1.049 4.112
C: -1.536 2.530 6.281
C: 0.166 0.240 -3.464
C: -0.669 -2.378 3.969
C: -5.080 1.602 2.139
C: -0.014 -3.701 3.896
C: -3.367 -3.539 1.224
C: -4.024 3.179 -3.319
C: 4.664 0.869 -2.799
C: -0.373 1.674 5.794
C: -0.481 4.191 0.979
C: -0.062 0.591 -4.879
C: 2.579 -3.752 -0.406
C: -4.300 3.383 -4.753
C: -2.960 -4.640 0.274
C: 6.095 0.875 -3.296
C: 3.534 -0.211 4.227
C: 5.528 3.679 0.506
C: 0.143 0.246 -0.146
H: 3.239 -0.525 3.207
H: 5.321 4.051 1.505
H: 2.647 -0.167 4.842
H: 2.147 0.515 -0.739
H: -0.732 1.111 4.945
H: -0.667 -4.009 -3.087
H: 1.843 -2.973 -0.205
H: -4.004 1.044 3.973
H: 1.007 -3.675 4.269
H: -0.232 5.236 1.051
H: 3.911 0.368 -3.488
H: 5.180 0.930 3.381
H: -1.706 -2.480 3.676
H: 6.628 -0.061 -3.189
H: 6.811 4.045 -1.115
H: -4.735 -2.309 -4.211
H: 4.254 1.849 -2.517
H: -2.336 -5.378 0.825
H: 1.649 1.507 0.580
H: 0.362 2.349 5.366
H: -2.492 -4.207 -0.584
H: -0.910 1.265 -4.957
H: -4.286 3.986 -2.673
H: -0.531 -4.431 4.496
H: -1.759 4.470 -0.528
H: 4.501 -4.435 -0.137
H: -5.372 2.574 2.586
H: 6.305 1.385 -4.239
H: 4.519 -2.682 -0.450
H: 0.455 1.139 -2.930
H: -5.391 3.592 -4.710
H: -6.001 -2.101 -2.900
H: 0.162 -4.525 -5.590
H: -4.297 1.857 1.419
H: -4.904 -3.472 -2.826
H: 0.574 -3.021 -4.900
H: -1.257 2.954 7.229
H: -0.778 -0.084 -3.018
H: 5.809 2.597 0.613
H: -2.065 2.923 0.446
H: 7.589 4.174 0.499
H: -1.932 -3.039 -3.880
H: 2.267 -4.661 0.086
H: -0.692 -2.079 4.990
H: -3.814 4.276 -5.091
H: -4.392 2.260 -2.944
H: -1.642 3.322 5.548
H: -2.581 -2.787 1.296
H: -0.324 -0.355 -5.434
H: -5.311 -0.024 3.562
H: 4.780 1.429 5.062
H: 1.918 -0.279 0.776
H: -4.329 -3.010 0.967
H: 0.249 3.672 0.325

***

[2]
Density functional theory data (ωB97M-V/def2-TZVPD) for the molecule C3H4ClF at a distorted geometry.

Its structure (SMILES) is C/C=C(\F)Cl. As for the total energy: -18412.9207 eV. The calculation puts the gap between HOMO and LUMO at 9.9 eV. The energy above the lowest of the compared OMol25 structures with the same formula, charge and spin is 49.65 kcal per mole. For the largest force on an atom, the calculation gives 8.8 eV/Å.

CARTESIAN COORDINATES (ANGSTROEM)
Cl: -1.757 -0.253 0.081
F: -0.007 1.270 -0.060
C: -0.083 -0.113 -0.246
C: 2.349 0.021 0.137
C: 1.147 -0.810 -0.125
H: 1.086 -1.802 -0.166
H: 3.323 -0.382 -0.665
H: 2.400 1.054 0.307
H: 2.644 -0.586 1.088

***

[3]
Density functional theory data (ωB97M-V/def2-TZVPD) for the molecule C11H12NO3 at a distorted geometry.

As for the total energy: -19229.7283 eV. The calculation puts the gap between HOMO and LUMO (alpha / beta) at 9.6 / 7.9 eV. Its spin multiplicity is 2. The energy above the lowest of the compared OMol25 structures with the same formula, charge and spin is 0.00 kcal per mole. For the largest force on an atom, the calculation gives 1.6 eV/Å.

CARTESIAN COORDINATES (ANGSTROEM)
O: -1.957 -2.703 0.743
O: 0.184 -2.800 0.872
O: -1.428 3.470 2.184
N: -0.875 -2.225 1.026
C: -0.643 1.635 0.976
C: 2.893 -0.432 -1.897
C: 1.769 0.041 0.188
C: 1.661 -0.437 -2.548
C: 2.944 -0.190 -0.523
C: 0.485 -0.194 -1.835
C: -0.746 0.274 0.376
C: 0.522 0.033 -0.455
C: -2.032 0.245 -0.469
C: -0.845 -0.848 1.565
C: -1.582 2.299 1.825
H: 0.250 2.208 0.710
H: 3.812 -0.610 -2.458
H: 1.611 -0.614 -3.624
H: 3.901 -0.193 0.001
H: -2.483 1.747 2.156
H: -2.911 0.369 0.176
H: -1.772 -0.707 2.128
H: 0.033 -0.789 2.213
H: -2.026 1.061 -1.204
H: -0.458 -0.163 -2.380
H: -2.137 -0.704 -1.008
H: 1.828 0.230 1.262

***

[4]
Density functional theory data (ωB97M-V/def2-TZVPD) for the ion C5H15N2 with charge +1 at a distorted geometry.

Its structure (SMILES) is CC(C)[C@@H](N)C[NH3+]. As for the total energy: -8401.3573 eV. The calculation puts the gap between HOMO and LUMO at 11.2 eV. The energy above the lowest of the compared OMol25 structures with the same formula, charge and spin is 30.42 kcal per mole. For the largest force on an atom, the calculation gives 3.2 eV/Å. As for the net charge: +1.

CARTESIAN COORDINATES (ANGSTROEM)
N: -1.948 -1.281 -1.062
N: -0.539 0.822 -1.466
C: -0.482 0.407 -0.022
C: 0.829 0.928 2.081
C: 2.049 -0.251 0.151
C: -0.697 -1.128 -0.070
C: 0.906 0.710 0.579
H: 1.436 1.798 2.346
H: 1.387 0.135 2.597
H: -1.845 -0.446 -1.659
H: -0.609 1.838 -1.479
H: 2.026 -1.115 0.840
H: 0.417 0.683 -1.797
H: -0.795 -1.754 0.805
H: -2.821 -1.355 -0.529
H: -0.162 0.868 2.542
H: -1.317 0.974 0.394
H: 0.035 -1.542 -0.772
H: 2.992 0.212 0.422
H: 1.991 -0.723 -0.825
H: 1.208 1.585 -0.015
H: -2.162 -2.073 -1.679

***

[5]
Density functional theory data (ωB97M-V/def2-TZVPD) for a structure of composition C19H24Br43O5P at a distorted geometry.

As for the total energy: -3051441.0719 eV. The calculation puts the gap between HOMO and LUMO at 9.6 eV. For the largest force on an atom, the calculation gives 5.3 eV/Å.

CARTESIAN COORDINATES (ANGSTROEM)
Br: 1.400 -5.623 -4.106
Br: 5.387 -6.503 -6.292
Br: -5.083 6.587 1.696
Br: 0.231 -2.858 -5.451
Br: 5.892 -12.184 -1.673
Br: -2.156 -8.190 -3.210
Br: -0.026 -4.268 -8.325
Br: 7.407 2.354 -2.590
Br: 4.277 3.139 1.846
Br: -5.348 3.392 1.900
Br: -5.116 -9.384 -3.573
Br: 6.935 -9.416 -0.422
Br: -4.692 3.087 11.412
Br: -4.387 2.270 8.321
Br: -4.372 5.805 -2.195
Br: 4.517 0.984 -2.285
Br: -2.449 4.748 1.603
Br: -7.182 2.357 6.172
Br: 3.505 6.185 1.174
Br: -2.392 7.953 -0.862
Br: -2.026 -5.087 -5.946
Br: -3.678 0.190 4.010
Br: 0.584 8.095 -2.937
Br: 1.988 -6.467 -0.470
Br: -2.542 2.949 5.207
Br: 7.823 -7.024 -4.264
Br: -0.040 12.101 -3.660
Br: 2.755 -9.372 0.667
Br: 1.215 3.938 1.281
Br: -5.148 8.922 -2.202
Br: -8.314 -0.400 4.973
Br: 3.279 9.538 -1.950
Br: -4.697 -6.226 -3.163
Br: 0.975 8.821 0.171
Br: -5.615 5.130 9.110
Br: -1.826 0.159 6.636
Br: 4.764 4.179 -2.493
Br: 0.727 -9.099 -1.810
Br: -6.466 -0.436 7.602
Br: 5.106 -8.713 -3.978
Br: 7.778 -12.206 0.929
Br: -2.344 11.375 -1.538
Br: -2.735 10.657 -4.646
P: 1.690 -1.044 -1.043
O: 0.426 -1.722 -0.462
O: 3.859 -4.315 -3.410
O: 1.130 0.111 -2.161
O: 2.512 -0.321 0.245
O: 2.747 -2.180 -1.796
C: 5.607 2.538 -1.892
C: -3.144 1.148 5.609
C: 2.259 -8.338 -0.896
C: -0.970 -3.667 -6.741
C: -3.706 7.626 -2.250
C: 1.373 9.324 -1.660
C: 1.626 0.016 1.349
C: 1.509 -1.154 2.466
C: 3.075 4.317 0.881
C: 1.869 -3.239 -2.267
C: -1.946 11.884 -3.368
C: -3.948 -7.866 -3.877
C: -7.782 0.556 6.575
C: 2.627 -4.294 -3.234
C: 6.410 -11.246 -0.056
C: 0.172 -0.839 3.341
C: -4.251 4.941 2.298
C: 5.898 -7.018 -4.494
C: -5.418 3.270 9.623
H: -6.417 2.837 9.639
H: 5.529 -11.203 0.583
H: -4.169 5.003 3.382
H: -0.074 -1.768 3.980
H: 1.501 -3.873 -1.374
H: 1.513 -2.203 2.022
H: 3.219 4.118 -0.180
H: 0.963 -2.760 -2.774
H: -0.710 -0.520 2.695
H: 0.478 0.020 4.052
H: -8.669 0.648 7.200
H: 3.099 -8.387 -1.588
H: 0.914 10.297 -1.829
H: -4.032 1.241 6.236
H: 2.074 0.920 1.912
H: 2.428 -1.050 3.143
H: -3.197 7.750 -3.205
H: -3.869 -7.736 -4.956
H: 5.498 -6.261 -3.820
H: 5.691 2.602 -0.808
H: -1.665 -2.892 -7.059
H: -2.405 12.857 -3.535
H: 0.579 0.362 1.021
H: 0.148 0.015 -2.201

***

[6]
Density functional theory data (ωB97M-V/def2-TZVPD) for the molecule C5H7NS at a distorted geometry.

Its structure (SMILES) is C=C[C@@H]1N[C@@H]1C=S. As for the total energy: -17620.7447 eV. The calculation puts the gap between HOMO and LUMO at 8.5 eV. The energy above the lowest of the compared OMol25 structures with the same formula, charge and spin is 66.90 kcal per mole. For the largest force on an atom, the calculation gives 5.0 eV/Å.

CARTESIAN COORDINATES (ANGSTROEM)
S: 2.558 -0.595 0.099
N: -0.775 1.641 -0.480
C: -1.757 -0.597 -0.427
C: 1.151 0.105 -0.355
C: -1.248 0.501 0.375
C: -2.745 -1.310 0.196
C: 0.204 0.912 0.393
H: 0.653 -0.159 -1.345
H: -3.059 -1.067 1.157
H: -3.047 -2.254 -0.318
H: -1.139 2.575 -0.052
H: -1.280 -0.783 -1.399
H: -1.724 0.811 1.273
H: 0.469 1.250 1.379

***

[7]
Density functional theory data (ωB97M-V/def2-TZVPD) for a structure of composition C29H72AsN2O9S2 at a distorted geometry.

As for the total energy: -135147.3297 eV. The calculation puts the gap between HOMO and LUMO at 5.9 eV. The energy above the lowest of the compared OMol25 structures with the same formula, charge and spin is 65.51 kcal per mole. For the largest force on an atom, the calculation gives 6.1 eV/Å. As for the net charge: -1.

CARTESIAN COORDINATES (ANGSTROEM)
As: -2.121 -4.775 -0.191
S: -1.552 -1.595 2.287
S: -4.023 -7.272 0.250
O: -4.349 6.014 0.952
O: 5.104 3.210 0.291
O: -4.130 -8.271 1.379
O: 0.639 -2.318 3.781
O: -2.696 1.785 -1.647
O: 7.485 5.768 -2.149
O: -4.788 -7.797 -0.941
O: 2.670 -0.742 -0.399
O: -5.832 -12.718 -0.650
N: -0.947 -4.136 3.691
N: 0.125 -4.540 4.462
C: -2.256 -2.738 -0.190
C: -1.508 2.435 -1.222
C: -1.016 -1.999 0.512
C: 4.701 -0.757 -1.782
C: 3.879 3.793 0.714
C: 8.197 4.106 -3.815
C: -5.179 -11.334 1.278
C: -1.344 2.471 0.288
C: -2.259 -6.807 -0.155
C: 3.585 0.050 -1.143
C: 1.069 -3.460 4.545
C: -2.990 6.692 2.885
C: -0.610 -2.806 3.302
C: -5.775 8.014 0.873
C: -8.097 -11.803 -0.912
C: -3.919 2.369 -1.220
C: 7.098 4.630 -2.908
C: 7.847 6.926 -2.887
C: 6.718 7.476 -3.741
C: 3.674 5.207 0.202
C: 3.794 -0.543 1.779
C: -3.158 6.661 1.376
C: -5.204 -11.510 -0.229
C: -7.199 -12.867 -0.304
C: 6.457 3.896 2.225
C: 6.293 3.861 0.715
C: -4.123 3.785 -1.729
C: 3.206 -1.449 0.712
C: -5.571 6.597 1.380
H: 7.005 8.433 -4.184
H: 5.815 7.622 -3.142
H: 6.185 4.841 -3.474
H: 2.669 5.559 0.445
H: -7.892 -10.818 -0.487
H: -5.126 4.139 -1.484
H: 8.130 7.683 -2.151
H: -4.174 -11.556 -0.594
H: 4.072 -1.123 2.663
H: -0.678 1.868 -1.651
H: -2.832 -4.770 1.222
H: -6.184 -11.185 1.681
H: 3.794 3.751 1.805
H: -4.716 1.735 -1.618
H: 5.298 -0.126 -2.445
H: 7.125 3.294 0.288
H: -5.059 8.707 1.321
H: -4.612 -6.071 0.701
H: 8.739 6.731 -3.491
H: 6.346 2.895 2.650
H: -3.201 -2.442 0.406
H: 4.294 -1.590 -2.362
H: -1.530 -7.327 0.550
H: -6.779 8.367 1.120
H: -5.654 6.553 2.471
H: -0.085 -2.669 0.575
H: -5.642 8.060 -0.211
H: -7.508 -13.845 -0.686
H: -4.760 -12.221 1.764
H: -1.401 -4.789 -1.586
H: -3.521 -4.776 -0.935
H: -3.098 7.668 0.951
H: -2.097 3.111 0.756
H: -3.740 7.331 3.357
H: 5.372 -1.179 -1.030
H: -3.406 4.478 -1.282
H: -5.668 -10.647 -0.718
H: 7.896 3.161 -4.275
H: -2.085 -7.220 -1.218
H: 2.375 -2.010 1.149
H: 3.084 3.157 0.316
H: -1.449 3.442 -1.649
H: -2.397 -2.340 -1.256
H: -7.316 -12.908 0.784
H: -3.103 5.689 3.307
H: 4.389 5.903 0.649
H: -7.937 -11.733 -1.992
H: 3.938 -2.191 0.376
H: -0.742 -0.984 0.052
H: 7.442 4.288 2.494
H: 3.003 0.529 -1.935
H: 6.463 6.795 -4.556
H: 3.987 0.856 -0.521
H: -1.455 1.470 0.713
H: 3.074 0.227 2.072
H: -4.577 -10.465 1.551
H: -2.004 7.080 3.152
H: -3.988 3.830 -2.814
H: -0.359 2.863 0.556
H: 2.042 -3.456 5.125
H: 6.840 3.851 -2.185
H: -2.330 6.093 0.943
H: 4.691 -0.031 1.420
H: -6.369 5.965 0.982
H: 9.120 3.946 -3.251
H: 5.704 4.535 2.694
H: -4.002 2.327 -0.129
H: -0.733 -4.772 0.527
H: 3.811 5.250 -0.882
H: 6.352 4.867 0.287
H: -9.149 -12.036 -0.724
H: 8.423 4.811 -4.618

***

[8]
Density functional theory data (ωB97M-V/def2-TZVPD) for a structure of composition C3H5B at a distorted geometry.

As for the total energy: -3863.2239 eV. The calculation puts the gap between HOMO and LUMO at 7.8 eV. The energy above the lowest of the compared OMol25 structures with the same formula, charge and spin is 62.68 kcal per mole. For the largest force on an atom, the calculation gives 3.1 eV/Å.

CARTESIAN COORDINATES (ANGSTROEM)
C: -1.146 -0.463 -0.045
C: 1.249 0.084 -0.099
C: -0.135 0.304 0.389
B: 0.761 -1.368 0.207
H: 2.086 0.698 0.301
H: -1.001 -0.927 -1.020
H: -0.440 0.804 1.343
H: 1.460 0.374 -1.217
H: -2.195 -0.462 0.500

***

[9]
Density functional theory data (ωB97M-V/def2-TZVPD) for a cluster of 3 separate species, C6H16O3 in total at a distorted geometry.

As for the total energy: -12621.3945 eV. The calculation puts the gap between HOMO and LUMO at 9.3 eV. The energy above the lowest of the compared OMol25 structures with the same formula, charge and spin is 52.91 kcal per mole. For the largest force on an atom, the calculation gives 2.8 eV/Å.

CARTESIAN COORDINATES (ANGSTROEM)
O: 2.149 0.804 1.523
O: 0.037 1.365 0.051
O: 2.183 0.523 -0.733
C: 0.349 -1.291 0.691
C: -1.227 1.665 -2.007
C: -0.275 -1.876 -0.578
C: 2.366 0.063 0.451
C: -0.568 -1.318 1.914
C: -1.231 1.683 -0.484
H: -0.531 2.413 -2.388
H: 1.348 1.363 1.343
H: 1.213 -1.914 0.928
H: 0.409 -1.777 -1.422
H: -1.205 -1.365 -0.829
H: -0.925 0.684 -2.377
H: -1.527 2.674 -0.121
H: -1.486 -0.763 1.723
H: -0.841 -2.340 2.186
H: 1.146 1.122 -0.692
H: -1.983 0.975 -0.107
H: -0.072 -0.852 2.766
H: 0.278 -0.073 0.412
H: -2.221 1.885 -2.399
H: 3.112 -0.712 0.607
H: -0.500 -2.938 -0.457

***

[10]
Density functional theory data (ωB97M-V/def2-TZVPD) for the molecule C17H21N5O2S.

Its structure (SMILES) is Cc1cccc(C(=O)N[C@H](C)/C=C/C(=O)N[C@H](C)c2nncs2)c1N. As for the total energy: -40351.2196 eV. The calculation puts the gap between HOMO and LUMO at 8.9 eV. The energy above the lowest of the compared OMol25 structures with the same formula, charge and spin is 30.64 kcal per mole. For the largest force on an atom, the calculation gives 0.4 eV/Å.

CARTESIAN COORDINATES (ANGSTROEM)
S: -4.830 5.221 -0.949
O: -1.680 -2.034 -0.085
O: -2.893 2.406 -1.787
N: -2.721 6.582 -0.612
N: 0.386 -1.160 -0.340
N: -1.440 4.132 -1.953
N: -3.578 6.999 0.363
N: -2.349 -3.808 -2.107
C: -0.714 2.124 -0.852
C: -0.973 -4.046 -2.114
C: -1.454 -5.901 -3.734
C: 1.735 -4.769 -2.008
C: -0.540 -2.140 -0.525
C: -0.493 -5.125 -2.881
C: -0.293 -0.124 1.812
C: -1.792 2.873 -1.554
C: -2.444 5.030 -2.499
C: -0.073 -3.324 -1.310
C: -3.229 5.668 -1.377
C: -4.714 6.382 0.305
C: 1.269 -3.710 -1.258
C: -1.794 6.085 -3.382
C: 0.103 0.099 0.353
C: 0.847 -5.459 -2.825
C: -0.932 0.903 -0.384
H: 0.250 2.609 -0.730
H: -1.858 -5.291 -4.547
H: -2.305 -6.241 -3.140
H: -1.248 -0.638 1.878
H: -2.736 -3.613 -3.020
H: -5.520 6.580 0.995
H: 2.773 -5.069 -1.947
H: -1.907 0.448 -0.520
H: -1.245 5.604 -4.191
H: -0.372 0.839 2.318
H: -0.625 4.556 -1.540
H: 1.948 -3.191 -0.593
H: 0.465 -0.723 2.317
H: 1.044 0.653 0.333
H: -2.554 6.738 -3.810
H: -3.119 4.406 -3.082
H: -2.604 -3.084 -1.445
H: 1.200 -6.298 -3.413
H: 1.214 -1.197 -0.907
H: -1.113 6.704 -2.799
H: -0.965 -6.765 -4.182